1.
A 2-piece molecular cluster, C32H38F10N4O6S overall. Source: OMol25; level of theory: the ωB97M-V functional and the def2-TZVPD basis.

Calculated values
HOMO   -5.5 eV
Frontier orbital gap   3.765 eV

Each line ends with the Löwdin charge.
Element x y z (Å)
C: 6.7667 0.0309 0.1806  -0.008
C: 5.9722 1.0314 -0.6677  -0.472
O: 6.4905 1.4149 -1.7098  0.046
N: 4.7341 1.5011 -0.2321  -0.062
C: 4.2585 0.8651 0.9982  -0.105
C: 3.7424 1.5631 -1.3120  -0.145
C: 2.4755 0.7377 -1.0950  -0.202
C: 1.4996 0.8069 -2.2953  -0.163
C: 0.7357 -0.5041 -2.4901  -0.113
C: -0.1413 -0.7972 -1.2757  -0.265
O: -1.2761 0.0620 -1.3478  -0.037
C: -2.1086 0.0771 -0.1717  -0.250
C: -1.3864 1.0765 0.7603  -0.136
O: -0.9932 2.2424 0.0572  -0.097
N: -0.4678 3.1564 1.0256  0.018
O: -0.4934 4.2336 0.6109  0.135
C: -3.4265 0.6870 -0.8031  -0.411
F: -4.0039 -0.2099 -1.6515  0.082
F: -3.0026 1.6628 -1.6669  0.123
C: -4.4078 1.3825 0.1034  -0.127
C: -5.6825 0.8846 0.2827  -0.066
C: -6.6188 1.5002 1.0732  -0.041
C: -6.3220 2.6811 1.7080  0.008
C: -5.0619 3.2044 1.5178  -0.096
C: -4.7584 4.5355 2.1805  -0.571
F: -5.4904 5.4835 1.5264  0.129
F: -3.4817 4.8968 2.0365  0.155
F: -5.1530 4.5831 3.4522  0.165
C: -4.1381 2.5724 0.7382  0.043
C: -2.2696 -1.3192 0.5143  -0.496
S: -4.0568 -1.7748 0.8301  0.950
C: -1.6562 -1.4543 1.9518  -0.178
C: -0.1397 -1.7531 2.0519  -0.136
C: 0.0984 -3.1567 2.6907  -0.062
C: 1.4154 -3.7726 2.2523  -0.450
F: 2.4328 -3.0873 2.8120  0.148
F: 1.5639 -3.7490 0.8980  0.107
C: 1.5611 -5.2717 2.6537  -0.555
F: 0.5009 -5.9698 2.2140  0.158
F: 1.7662 -5.4342 3.9486  0.203
F: 2.6213 -5.7636 1.9921  0.169
N: -1.7620 -2.4895 -0.2944  0.140
C: -0.6143 -2.2457 -1.2531  -0.142
C: -1.0195 -2.8391 -2.6073  -0.185
C: -1.8276 -2.1095 -3.4671  -0.002
C: -2.1647 -2.7639 -4.6406  -0.023
C: -1.6876 -4.0469 -4.8148  -0.141
N: -0.9073 -4.7370 -4.0065  0.094
C: -0.5773 -4.1137 -2.8791  -0.085
H: 6.1766 -0.8574 0.4345  0.066
H: 7.7067 -0.2076 -0.3107  0.079
H: 7.0295 0.4871 1.1449  0.087
H: 4.1033 -0.2241 0.8993  0.074
H: 3.3659 1.3570 1.3864  0.081
H: 4.9970 0.9814 1.7926  0.088
H: 3.4247 2.6101 -1.4313  0.139
H: 4.1784 1.2398 -2.2635  0.120
H: 2.7407 -0.3151 -0.9054  0.114
H: 1.8931 1.0684 -0.2230  0.095
H: 2.1077 0.9697 -3.1940  0.122
H: 0.8187 1.6540 -2.1731  0.121
H: 0.1669 -0.4386 -3.4219  0.124
H: 1.4528 -1.3274 -2.6158  0.141
H: 0.4776 -0.4971 -0.4209  0.126
H: -0.4554 0.6364 1.1459  0.123
H: -1.9951 1.2929 1.6469  0.133
H: -5.9343 -0.0356 -0.2367  0.098
H: -7.5946 1.0371 1.1726  0.120
H: -7.0891 3.1620 2.3040  0.136
H: -3.1741 3.0572 0.6209  0.121
H: -3.9048 -3.0186 1.3401  -0.085
H: -2.1526 -2.3179 2.4054  0.080
H: -1.9487 -0.6315 2.6047  0.126
H: 0.4374 -1.7418 1.1265  0.093
H: 0.3499 -1.0521 2.7345  0.135
H: 0.1027 -3.1131 3.7827  0.149
H: -0.6895 -3.8504 2.3642  0.118
H: -1.5145 -3.2866 0.2962  0.171
H: -2.5546 -2.8204 -0.8574  0.149
H: 0.2357 -2.8424 -0.9006  0.141
H: -2.1695 -1.1058 -3.2482  0.122
H: -2.8051 -2.2790 -5.3666  0.118
H: -1.9909 -4.5548 -5.7320  0.117
H: 0.0476 -4.6525 -2.1670  0.127
C: 4.2886 5.9558 0.3876  -0.064
C: 5.1616 4.7452 0.7866  -0.803
O: 4.6197 3.9004 1.5441  -0.119
O: 6.3125 4.7383 0.3108  -0.084
H: 3.2958 5.8967 0.8390  0.041
H: 4.7662 6.8805 0.7169  0.054
H: 4.1770 5.9894 -0.6988  0.052

Cartesian forces, eV/Å:
C -0.35 0.63 0.82
C 1.38 0.56 -0.58
O -0.96 -0.42 0.35
N 0.05 -2.33 -0.12
C 0.33 0.21 0.61
C -0.64 1.13 -0.06
C -0.67 -0.33 0.11
C 1.00 -0.15 0.03
C 0.19 0.32 -0.07
C -0.32 0.55 -0.54
O -0.43 -1.20 0.32
C 0.95 1.01 -1.44
C 0.42 -0.42 0.80
O -1.01 -0.43 -0.37
N 0.11 0.78 0.42
O 0.25 -0.27 0.02
C 0.57 1.55 -0.65
F -0.13 -0.60 0.67
F 0.14 0.05 0.28
C -0.97 -0.70 0.34
C 0.14 -1.26 -0.85
C -0.71 -0.26 0.05
C -0.54 -0.19 0.07
C -0.23 0.74 1.09
C -0.75 0.27 -1.58
F 0.14 -0.03 0.27
F 0.04 -0.13 0.64
F 0.52 -0.09 0.17
C 1.77 0.65 -0.23
C -0.90 -0.92 2.31
S -0.42 0.38 -0.47
C 0.70 -0.41 -0.24
C 0.52 -0.55 1.04
C -0.15 0.01 -0.78
C -0.32 -0.20 0.91
F 0.18 -0.06 -0.28
F -0.16 0.21 -0.03
C 1.08 0.06 -1.24
F -0.21 0.14 0.57
F -0.53 -0.01 0.02
F -0.04 0.02 0.36
N -0.02 0.47 -0.81
C 1.27 -0.66 -0.86
C 0.35 1.28 1.90
C -0.12 -0.64 -0.68
C -0.16 0.77 0.70
C -0.53 -0.69 -1.71
N 0.10 0.01 0.49
C -0.12 -0.26 -0.42
H 0.19 0.01 -0.24
H -0.28 -0.06 -0.24
H -0.08 0.01 -0.17
H -0.24 0.20 -0.09
H 0.09 0.06 -0.25
H -0.02 0.27 -0.22
H 0.15 -0.12 -0.13
H 0.24 0.17 0.24
H 0.00 0.12 -0.10
H 0.44 0.05 0.09
H -0.29 0.10 0.00
H 0.02 -0.12 -0.15
H -0.22 -0.18 0.26
H -0.08 0.10 0.07
H -0.27 -0.52 0.15
H -0.30 -0.31 -0.09
H -0.05 0.24 -0.24
H -0.16 0.14 0.11
H 0.05 0.15 0.03
H 0.27 0.15 0.06
H -0.11 -0.08 -0.13
H 0.48 0.31 -0.01
H -0.03 0.14 -0.12
H 0.00 0.12 -0.40
H -0.37 0.30 -0.05
H -0.10 0.20 -0.37
H -0.13 -0.07 -0.12
H 0.09 0.05 0.23
H -0.07 0.28 0.30
H 0.08 0.16 -0.06
H -0.25 0.05 0.16
H 0.07 -0.07 0.08
H 0.10 -0.21 -0.10
H 0.18 -0.05 0.17
H 0.01 0.06 -0.14
C -0.27 0.01 0.06
C 0.03 0.12 -0.09
O -0.16 -0.27 0.16
O -0.01 -0.13 0.09
H 0.02 -0.02 0.02
H 0.06 0.00 -0.11
H 0.11 0.07 0.00


2.
C32H38N2O2OsPS2Si as an isolated structure. Source: OMol25; level of theory: the ωB97M-V functional and the def2-TZVPD basis.

Calculated values
Energy relative to the best compared isomer or geometry (same formula, charge and spin)   0.0 kcal/mol
Multiplicity   2
HOMO (spin up / spin down)   -7.6 / -7.4 eV
Expectation value of S²   0.76
Frontier orbital gap (spin up / spin down)   7.545 / 6.836 eV

Each line ends with the Löwdin charge.
Element x y z (Å)
Os: 1.0768 -0.3222 1.0624  0.786
C: 5.6387 -2.4172 4.0631  -0.077
C: 5.3560 -0.9755 4.4166  -0.255
O: 3.9271 -0.7120 4.3780  -0.308
P: 3.2135 -0.1047 3.1120  -0.067
S: 1.2760 0.1924 3.4986  0.360
S: 3.2731 -1.1789 1.4009  0.335
O: 4.0484 1.2463 2.9334  -0.323
C: 3.6032 2.2773 2.0292  -0.285
C: 3.0325 3.4359 2.8126  -0.074
H: 6.7023 -2.6213 4.1932  0.082
H: 5.3697 -2.6311 3.0294  0.052
H: 5.0763 -3.0848 4.7149  0.084
H: 5.8693 -0.2805 3.7515  0.111
H: 5.6540 -0.7499 5.4384  0.121
H: 2.8719 1.8683 1.3217  0.070
H: 4.4786 2.5684 1.4507  0.126
H: 2.2490 3.0889 3.4862  0.059
H: 2.6074 4.1722 2.1279  0.080
H: 3.8088 3.9204 3.4037  0.082
C: -0.2744 -1.8983 1.1343  -0.379
Si: -1.9551 -1.3165 0.5988  0.626
C: -1.9109 0.4386 1.3030  -0.227
N: -0.6745 1.1475 0.8554  -0.285
C: -0.8283 1.5830 -0.5670  -0.220
C: -1.9159 2.6296 -0.7943  -0.157
C: -1.8334 3.7816 0.2275  -0.178
C: -0.5159 3.6919 0.9855  -0.190
C: -0.4398 2.3647 1.7254  -0.208
C: -2.1747 -1.3508 -1.2622  -0.273
C: -3.2176 -0.6378 -1.8616  -0.116
C: -3.3931 -0.6372 -3.2364  -0.081
C: -2.5259 -1.3633 -4.0432  -0.081
C: -1.4945 -2.0904 -3.4678  -0.078
C: -1.3229 -2.0834 -2.0893  -0.090
C: -3.4043 -2.2058 1.3928  -0.235
C: -4.3565 -2.8933 0.6395  -0.090
C: -5.4178 -3.5473 1.2506  -0.086
C: -5.5455 -3.5259 2.6316  -0.092
C: -4.6061 -2.8518 3.4007  -0.089
C: -3.5485 -2.2018 2.7838  -0.100
H: 0.1167 -2.7437 0.5591  0.014
H: -0.2917 -2.2196 2.1836  0.013
H: -1.8217 0.2932 2.3852  0.080
H: -2.8051 1.0478 1.1495  0.094
H: -1.0148 0.7033 -1.1722  0.082
H: 0.1391 1.9596 -0.8914  0.098
H: -2.9039 2.1677 -0.7864  0.092
H: -1.7741 3.0059 -1.8096  0.116
H: -2.6520 3.7067 0.9497  0.110
H: -1.9397 4.7489 -0.2634  0.107
H: -0.4217 4.4887 1.7262  0.118
H: 0.3264 3.8046 0.2985  0.112
H: -1.2140 2.3629 2.4950  0.121
H: 0.5149 2.2641 2.2362  0.013
H: -3.9068 -0.0689 -1.2437  0.106
H: -4.2025 -0.0711 -3.6804  0.102
H: -2.6544 -1.3606 -5.1181  0.103
H: -0.8153 -2.6550 -4.0936  0.102
H: -0.4919 -2.6294 -1.6609  0.096
H: -4.2697 -2.9196 -0.4408  0.096
H: -6.1451 -4.0752 0.6468  0.102
H: -6.3724 -4.0361 3.1089  0.101
H: -4.6973 -2.8358 4.4793  0.101
H: -2.8186 -1.6903 3.4038  0.098
N: 1.9411 0.5340 -8.8629  0.150
C: 1.8890 0.4222 -7.7194  -0.191
C: 1.8234 0.2812 -6.2933  -0.240
C: 1.4369 1.3627 -5.5021  -0.026
C: 1.3689 1.2235 -4.1302  -0.019
C: 1.6899 0.0067 -3.5123  -0.241
C: 2.0840 -1.0683 -4.3211  -0.027
C: 2.1471 -0.9362 -5.6946  -0.026
C: 1.5724 -0.1481 -2.1006  -0.107
C: 1.3585 -0.2333 -0.9041  -0.248
H: 1.1858 2.3044 -5.9718  0.119
H: 1.0589 2.0579 -3.5153  0.112
H: 2.3346 -2.0097 -3.8516  0.119
H: 2.4484 -1.7709 -6.3134  0.119

Cartesian forces, eV/Å:
Os 0.20 0.81 -0.03
C -0.01 0.00 0.00
C 0.01 -0.01 0.00
O 0.12 -0.09 -0.05
P -0.08 -0.28 -0.11
S 0.04 -0.09 -0.13
S 0.01 0.00 0.17
O -0.10 0.08 0.08
C 0.07 -0.04 -0.03
C 0.01 0.02 -0.01
H 0.01 0.01 0.00
H -0.01 0.01 0.01
H 0.00 0.00 0.00
H -0.01 -0.01 -0.01
H -0.01 0.01 0.01
H -0.01 -0.01 0.03
H -0.01 0.00 -0.02
H -0.01 0.01 -0.01
H 0.01 0.01 0.00
H 0.00 -0.01 0.02
C -0.08 0.05 -0.09
Si 0.12 -0.06 0.02
C 0.06 0.01 -0.07
N -0.17 -0.24 0.05
C -0.01 0.06 0.15
C 0.02 0.03 0.04
C 0.00 -0.05 -0.02
C -0.04 -0.03 -0.01
C 0.04 -0.01 -0.10
C -0.10 -0.11 0.03
C -0.05 -0.03 0.00
C 0.00 0.02 -0.01
C 0.02 -0.01 0.00
C -0.01 0.02 0.00
C 0.03 0.09 -0.02
C 0.02 0.04 0.02
C -0.01 0.00 -0.01
C -0.02 -0.02 0.02
C 0.01 0.00 -0.01
C -0.01 -0.01 0.00
C 0.01 -0.01 0.01
H 0.03 0.04 0.04
H 0.00 -0.01 -0.01
H 0.00 0.00 -0.02
H -0.05 0.07 -0.06
H 0.02 0.01 0.00
H -0.02 0.05 0.06
H -0.01 0.00 0.02
H 0.00 0.01 -0.02
H 0.01 0.00 -0.01
H 0.00 0.01 -0.02
H -0.03 0.01 0.00
H 0.03 0.01 0.01
H 0.03 -0.01 0.06
H -0.04 0.01 -0.12
H 0.00 -0.01 0.00
H 0.00 0.00 0.00
H 0.00 0.00 0.00
H 0.01 0.00 -0.01
H 0.01 -0.02 0.02
H 0.00 0.00 0.00
H -0.01 0.00 0.00
H 0.00 0.00 0.00
H 0.00 0.00 0.01
H 0.00 0.00 0.00
N -0.01 0.00 0.06
C 0.01 0.00 -0.13
C 0.00 -0.01 0.12
C 0.01 -0.02 -0.02
C 0.01 -0.04 0.08
C -0.05 -0.08 -0.18
C -0.02 0.04 0.05
C -0.01 0.03 0.00
C 0.08 0.08 -0.15
C -0.01 -0.30 0.32
H 0.00 -0.01 0.01
H 0.00 0.01 0.00
H 0.01 -0.01 0.00
H 0.00 0.00 0.01


3.
C32H38N5PRhSSi as an isolated structure. Source: OMol25; level of theory: the ωB97M-V functional and the def2-TZVPD basis.

Calculated values
Energy relative to the best compared isomer or geometry (same formula, charge and spin)   2.9 kcal/mol
Charge   +1
HOMO   -10.7 eV
Frontier orbital gap   7.470 eV

Each line ends with the Löwdin charge.
Element x y z (Å)
Rh: 0.1976 0.1591 0.2648  0.683
C: -2.4664 -3.1341 5.8988  -0.180
Si: -2.2887 -2.8732 4.0548  0.518
C: -1.5737 -4.3987 3.2406  -0.175
C: -3.9302 -2.3897 3.2989  -0.171
C: -1.0733 -1.4254 3.8212  -0.218
C: -0.6137 -0.6625 4.8925  -0.047
C: 0.1782 0.4676 4.7059  -0.036
C: 0.5443 0.8099 3.4206  -0.132
N: 0.1728 0.0554 2.3839  -0.098
C: -0.6458 -0.9950 2.5681  -0.656
S: -1.1491 -1.5670 0.9589  0.699
H: -3.1473 -3.9677 6.0805  0.039
H: -2.8864 -2.2614 6.4018  0.036
H: -1.5161 -3.3823 6.3748  0.040
H: -2.2014 -5.2653 3.4567  0.038
H: -0.5726 -4.6126 3.6192  0.038
H: -1.5120 -4.2954 2.1565  0.009
H: -4.6630 -3.1848 3.4477  0.038
H: -3.8435 -2.2037 2.2278  0.010
H: -4.3198 -1.4855 3.7702  0.038
H: -0.8986 -0.9318 5.9020  0.104
H: 0.5043 1.0724 5.5395  0.113
H: 1.1550 1.6754 3.2079  0.107
C: -4.3382 -2.2976 -2.6898  -0.061
C: -4.4844 -0.9189 -2.7552  -0.060
C: -3.3964 -0.0923 -2.5236  -0.060
C: -2.1608 -0.6478 -2.2070  -0.386
C: -2.0174 -2.0333 -2.1396  -0.165
C: -3.1045 -2.8563 -2.3862  -0.065
P: -0.7148 0.3814 -1.9086  1.028
C: 0.0592 0.6064 -3.5402  -0.334
C: -0.0369 -0.4000 -4.4997  -0.075
C: 0.5545 -0.2369 -5.7433  -0.063
C: 1.2403 0.9308 -6.0403  -0.064
C: 1.3304 1.9426 -5.0941  -0.062
C: 0.7428 1.7823 -3.8495  -0.116
C: -1.2497 1.9673 -1.2281  -0.374
C: -1.8818 3.1189 -1.6824  -0.072
C: -2.2450 4.0689 -0.7421  -0.072
C: -1.9943 3.8494 0.6096  -0.066
C: -1.3333 2.7142 1.0639  -0.071
C: -0.9145 1.7903 0.1109  -0.275
H: -5.1895 -2.9397 -2.8721  0.111
H: -5.4473 -0.4857 -2.9895  0.112
H: -3.5156 0.9827 -2.5722  0.104
H: -1.0582 -2.4710 -1.8848  0.094
H: -2.9919 -3.9305 -2.3324  0.112
H: -0.5857 -1.3077 -4.2834  0.099
H: 0.4732 -1.0222 -6.4826  0.112
H: 1.6943 1.0590 -7.0139  0.112
H: 1.8508 2.8617 -5.3278  0.113
H: 0.8011 2.5855 -3.1264  0.099
H: -2.0981 3.2613 -2.7340  0.116
H: -2.7476 4.9756 -1.0498  0.110
H: -2.3203 4.5895 1.3297  0.112
H: -1.1494 2.5850 2.1201  0.091
C: 3.0414 -0.5537 -0.3353  -0.174
N: 2.3743 0.7487 -0.0364  -0.173
C: 2.6688 1.6654 -1.1687  -0.183
N: 4.0903 1.8563 -1.3732  -0.074
C: 4.6889 0.5444 -1.6388  -0.150
N: 4.4661 -0.3871 -0.5288  -0.078
C: 5.0442 0.1981 0.6846  -0.152
N: 4.4515 1.5036 0.9942  -0.078
C: 3.0271 1.3212 1.1755  -0.182
C: 4.6741 2.3975 -0.1453  -0.155
H: 2.5841 -0.9666 -1.2380  0.126
H: 2.8561 -1.2341 0.5015  0.131
H: 2.1810 2.6204 -0.9607  0.135
H: 2.2394 1.2215 -2.0634  0.088
H: 5.7623 0.6642 -1.7870  0.133
H: 4.2540 0.1296 -2.5500  0.133
H: 6.1175 0.3203 0.5397  0.133
H: 4.8794 -0.4800 1.5239  0.132
H: 2.5477 2.2786 1.3916  0.129
H: 2.8577 0.6336 2.0054  0.113
H: 5.7468 2.5314 -0.2872  0.133
H: 4.2262 3.3698 0.0675  0.132

Cartesian forces, eV/Å:
Rh 0.13 -0.84 -0.18
C 0.00 -0.01 -0.09
Si -0.03 -0.08 0.01
C -0.03 0.08 0.06
C 0.11 0.01 0.06
C -0.07 -0.03 -0.03
C 0.04 0.05 0.01
C 0.02 0.03 -0.06
C 0.09 -0.29 0.13
N -0.02 0.19 -0.19
C -0.08 0.10 -0.30
S -0.16 0.53 0.20
H -0.01 -0.02 0.00
H -0.01 0.02 0.00
H 0.02 0.00 0.00
H -0.02 -0.01 0.00
H 0.01 0.00 0.00
H 0.01 0.02 -0.01
H -0.01 -0.03 0.00
H 0.00 0.00 -0.01
H -0.01 0.01 0.00
H -0.01 -0.03 0.01
H -0.02 0.00 0.01
H 0.01 0.04 0.00
C 0.00 -0.01 0.00
C -0.01 -0.02 -0.03
C 0.02 0.04 0.05
C 0.03 -0.14 -0.03
C -0.02 0.02 0.01
C -0.02 0.01 -0.01
P 0.36 0.36 0.29
C -0.07 -0.03 0.06
C 0.04 -0.05 0.04
C 0.01 -0.03 0.02
C 0.01 0.03 -0.02
C 0.00 0.00 -0.01
C -0.11 0.05 -0.03
C 0.19 -0.26 -0.06
C -0.09 -0.13 -0.05
C -0.02 0.01 -0.01
C -0.03 0.06 0.07
C 0.20 -0.08 -0.18
C 0.03 0.01 0.21
H -0.01 0.00 0.00
H -0.01 0.00 0.00
H 0.00 0.00 0.01
H 0.00 0.01 0.01
H 0.00 -0.01 0.00
H 0.00 0.00 -0.02
H -0.01 0.00 0.00
H 0.01 0.00 0.00
H 0.00 0.00 0.00
H -0.04 0.03 0.01
H 0.00 0.00 -0.01
H 0.01 0.00 -0.02
H 0.00 0.00 0.01
H 0.04 -0.04 0.05
C -0.07 -0.04 0.01
N -0.45 0.48 0.04
C -0.02 0.02 -0.09
N -0.06 -0.06 0.04
C 0.05 0.02 -0.05
N -0.02 -0.02 0.03
C 0.05 -0.01 0.03
N -0.04 -0.06 -0.02
C -0.04 -0.06 0.09
C 0.05 0.04 0.00
H 0.04 0.01 -0.01
H 0.02 0.01 -0.01
H 0.02 0.01 -0.03
H 0.01 0.03 -0.01
H -0.01 0.00 0.00
H -0.01 0.00 0.00
H -0.01 0.00 0.01
H 0.00 0.01 0.00
H 0.03 0.01 -0.01
H -0.01 0.01 0.00
H -0.01 0.00 0.00
H 0.00 -0.01 0.00